This record from the OMol25 dataset describes a structure of composition C54H42AuNOP3SSi. The level of theory is ωB97M-V/def2-TZVPD.

The geometry in XYZ format:
```
104
Properties=species:S:1:pos:R:3:forces:R:3:mulliken_spin:R:1
Au 0.150 0.405 -0.308 0.17 -0.37 0.36 0.122
C -2.823 4.307 -3.177 -0.01 0.02 0.01 0.014
C -1.536 3.870 -3.466 0.05 -0.03 0.01 0.020
C -0.725 3.397 -2.448 -0.07 -0.02 0.04 0.128
C -1.183 3.386 -1.125 0.06 -0.06 -0.10 -0.026
C -2.489 3.778 -0.850 0.05 0.04 0.01 0.000
C -3.301 4.242 -1.879 -0.02 0.00 0.00 -0.006
P -0.058 2.685 0.112 -0.21 0.26 -0.03 0.207
C 1.368 3.801 0.278 0.06 -0.06 -0.02 0.019
C 2.108 3.712 1.460 -0.01 0.02 -0.04 0.031
C 3.190 4.550 1.672 -0.01 -0.02 0.02 -0.005
C 3.547 5.482 0.706 -0.03 0.02 0.02 0.011
C 2.823 5.566 -0.473 -0.03 0.00 -0.02 -0.006
C 1.737 4.729 -0.692 0.00 -0.02 0.03 0.010
C -0.841 2.835 1.747 -0.01 0.09 0.02 0.023
C -1.346 4.074 2.146 0.01 -0.02 -0.01 -0.006
C -1.944 4.214 3.386 0.00 0.02 -0.03 0.003
C -2.030 3.121 4.241 0.01 -0.03 0.01 0.002
C -1.486 1.904 3.863 0.06 0.00 -0.01 -0.017
C -0.868 1.741 2.618 0.00 -0.11 0.16 0.006
Si -0.011 0.131 2.152 0.07 0.47 -0.70 0.454
C -1.183 -1.301 2.348 0.08 -0.05 0.03 0.050
C -1.085 -2.279 3.333 -0.03 0.08 0.01 0.044
C -2.059 -3.260 3.464 0.01 -0.03 0.04 -0.003
C -3.174 -3.238 2.646 -0.03 0.01 -0.02 0.014
C -3.288 -2.274 1.651 0.02 0.08 0.02 -0.003
C -2.276 -1.343 1.452 0.04 -0.09 0.00 -0.009
P -2.352 -0.213 0.009 -0.60 0.12 -0.05 0.194
C -3.872 0.751 0.328 0.10 0.10 0.02 0.054
C -4.181 1.139 1.634 0.05 0.00 -0.02 0.034
C -5.294 1.922 1.894 0.02 0.02 0.02 -0.015
C -6.116 2.331 0.852 0.00 0.01 -0.02 0.029
C -5.813 1.960 -0.450 0.02 0.01 0.01 -0.016
C -4.694 1.183 -0.715 0.02 -0.04 0.04 0.024
C -2.729 -1.044 -1.571 0.12 -0.07 0.06 0.001
C -2.388 -0.317 -2.714 -0.08 0.04 0.05 0.049
C -2.587 -0.854 -3.976 -0.04 -0.01 0.01 0.018
C -3.117 -2.131 -4.108 0.02 0.02 0.00 0.004
C -3.450 -2.858 -2.975 -0.04 -0.01 0.03 0.000
C -3.258 -2.321 -1.710 0.01 0.00 0.01 0.009
C 1.803 0.249 2.668 -0.03 -0.20 0.17 0.062
C 2.101 0.412 4.027 -0.02 -0.02 -0.07 -0.005
C 3.401 0.596 4.470 0.00 0.01 0.02 0.004
C 4.446 0.595 3.558 0.01 -0.01 -0.02 0.001
C 4.181 0.423 2.209 -0.06 0.00 0.01 -0.024
C 2.871 0.283 1.745 -0.03 -0.10 0.08 -0.028
P 2.600 0.012 -0.045 0.21 0.48 0.07 0.200
C 3.359 1.334 -1.047 0.02 -0.04 -0.01 -0.038
C 2.841 1.463 -2.340 0.04 0.04 0.07 0.113
C 3.373 2.389 -3.226 0.02 -0.01 0.03 0.020
C 4.418 3.209 -2.822 -0.04 -0.02 -0.05 0.001
C 4.918 3.106 -1.533 0.04 -0.01 0.04 0.002
C 4.396 2.173 -0.648 -0.01 -0.02 0.00 -0.003
C 3.587 -1.470 -0.386 -0.10 -0.06 -0.04 0.017
C 4.066 -1.713 -1.673 0.02 0.04 0.04 0.031
C 4.707 -2.907 -1.962 -0.01 0.01 -0.03 -0.012
C 4.869 -3.870 -0.976 0.00 0.02 0.00 0.025
C 4.385 -3.637 0.304 -0.02 0.00 0.03 -0.013
C 3.740 -2.447 0.599 -0.01 0.02 -0.02 0.030
H -3.454 4.691 -3.968 -0.01 -0.04 0.00 0.001
H -1.169 3.887 -4.484 0.00 0.01 0.01 0.000
H 0.264 3.012 -2.677 0.01 0.04 -0.03 -0.051
H -2.887 3.711 0.154 -0.02 0.01 -0.01 -0.001
H -4.316 4.545 -1.657 0.02 0.00 0.01 0.001
H 1.826 2.999 2.226 0.01 0.02 0.02 0.001
H 3.746 4.483 2.599 0.00 0.00 -0.01 0.000
H 4.378 6.154 0.881 0.01 -0.03 -0.01 0.001
H 3.095 6.291 -1.229 -0.01 0.00 0.02 0.000
H 1.171 4.823 -1.608 0.00 0.02 0.00 0.003
H -1.269 4.927 1.482 -0.02 0.01 0.02 0.001
H -2.342 5.175 3.688 -0.01 -0.01 -0.01 -0.001
H -2.508 3.225 5.207 0.01 0.00 0.00 0.000
H -1.541 1.061 4.545 -0.02 0.03 0.01 0.001
H -0.241 -2.274 4.014 0.00 -0.01 0.00 0.006
H -1.954 -4.028 4.219 -0.01 0.01 0.01 0.000
H -3.955 -3.976 2.771 0.00 0.01 -0.01 0.000
H -4.172 -2.246 1.027 -0.01 -0.05 0.01 0.003
H -3.549 0.819 2.453 -0.05 -0.02 0.01 0.011
H -5.528 2.207 2.912 0.02 -0.01 0.00 0.000
H -6.994 2.929 1.056 0.01 0.00 0.00 0.002
H -6.453 2.272 -1.266 0.01 -0.01 0.00 0.000
H -4.468 0.905 -1.735 -0.03 -0.02 -0.01 0.002
H -1.966 0.679 -2.612 0.03 0.00 -0.02 0.024
H -2.322 -0.281 -4.855 0.00 0.00 0.01 0.000
H -3.261 -2.561 -5.090 -0.01 0.01 0.01 0.000
H -3.858 -3.856 -3.073 0.03 0.00 0.01 0.000
H -3.491 -2.921 -0.842 0.03 -0.01 -0.02 0.001
H 1.295 0.397 4.754 0.03 0.02 0.01 0.002
H 3.601 0.723 5.527 0.00 0.00 -0.01 0.000
H 5.467 0.712 3.897 -0.01 0.00 -0.01 0.000
H 5.003 0.370 1.507 0.03 -0.01 0.03 0.002
H 2.016 0.830 -2.650 0.00 0.00 -0.02 -0.031
H 2.972 2.469 -4.228 0.01 0.00 0.00 0.002
H 4.840 3.929 -3.511 -0.01 0.00 0.01 0.000
H 5.722 3.755 -1.212 -0.02 -0.01 0.01 0.001
H 4.791 2.120 0.356 0.01 0.02 -0.01 0.001
H 3.945 -0.968 -2.449 0.01 -0.01 -0.01 0.003
H 5.078 -3.085 -2.962 0.01 0.00 0.01 -0.001
H 5.372 -4.800 -1.204 -0.01 0.00 0.00 0.002
H 4.506 -4.386 1.075 -0.01 0.00 -0.01 0.000
H 3.354 -2.281 1.598 0.01 -0.01 0.00 0.008
O 0.004 -4.141 -0.426 0.04 0.05 -0.10 0.049
S 0.612 -2.886 -0.846 -0.29 0.14 0.02 0.040
N -0.196 -1.656 -0.594 0.33 -0.63 -0.22 0.074
```
Forces are in eV/Å.

Values from the calculation:
LUMO (spin up / spin down) in eV: -2.08 / -3.75
Energy above the lowest of the compared OMol25 structures with the same formula, charge and spin in kcal/mol: 11.2
2S+1: 3
DFT total energy in hartree: -4060.1948
Total charge: +1
HOMO level (spin up / spin down) in eV: -8.534 / -10.490
Molar mass in g mol⁻¹: 1070.98
Gap between HOMO and LUMO (spin up / spin down) in eV: 6.46 / 6.74


This record from the OMol25 dataset describes a structure of composition C54H42CeFGeP3Se2Te2. The level of theory is ωB97M-V/def2-TZVPD.

The geometry in XYZ format:
```
106
Properties=species:S:1:pos:R:3:forces:R:3:mulliken_spin:R:1
Ce -1.921 -1.358 -1.147 0.05 -0.49 0.08 -0.041
F 0.063 -0.320 -0.629 0.69 0.73 1.25 0.007
Ge 0.823 0.833 0.705 0.06 -0.53 -1.32 0.002
C 0.444 0.326 2.554 -1.17 -0.63 -0.27 -0.003
C 1.409 0.683 3.482 1.54 0.07 -0.95 0.000
C 1.101 0.988 4.781 -0.82 -0.09 0.87 0.000
C -0.216 0.896 5.246 -0.41 -0.40 -1.52 0.000
C -1.202 0.377 4.389 2.20 0.34 -1.18 0.001
C -0.854 0.043 3.033 -0.76 0.34 1.97 0.006
P -1.987 -1.147 2.230 0.35 1.22 -3.07 -0.040
C -3.673 -0.824 2.747 0.45 0.82 0.51 -0.047
C -4.049 0.511 3.019 -0.47 -0.61 0.26 0.007
C -5.253 0.761 3.676 0.54 -1.23 -1.19 -0.001
C -6.146 -0.293 3.877 0.64 -0.25 0.07 0.001
C -5.769 -1.615 3.615 0.54 -0.41 -0.83 -0.004
C -4.490 -1.905 3.010 -2.49 0.12 0.65 0.042
C -1.560 -2.660 2.998 0.31 -1.81 0.25 0.006
C -1.938 -2.894 4.332 0.75 -0.06 -0.30 0.012
C -1.641 -4.102 4.944 -0.31 -0.08 1.06 -0.001
C -0.956 -5.078 4.240 -0.11 -0.35 -0.02 0.001
C -0.579 -4.849 2.942 -0.68 0.01 -1.55 0.000
C -0.938 -3.674 2.245 0.55 0.23 0.11 0.015
C 2.720 0.847 0.256 2.32 -0.97 -0.06 -0.001
C 3.388 1.820 1.017 -0.24 -0.07 1.12 0.000
C 4.700 1.662 1.540 -0.64 1.01 -0.63 0.000
C 5.482 0.652 1.028 1.35 -0.38 -0.35 0.000
C 4.943 -0.268 0.120 -0.16 1.16 -0.29 0.000
C 3.615 -0.177 -0.278 -0.67 0.52 1.33 0.001
P 3.102 -1.454 -1.423 -1.18 -0.84 -0.88 0.004
C 4.066 -1.100 -2.909 0.98 0.24 -1.13 0.000
C 4.156 -2.059 -3.984 -0.16 2.57 1.24 0.000
C 4.743 -1.712 -5.174 -0.16 -0.01 0.23 0.000
C 5.277 -0.461 -5.328 0.91 1.22 -1.51 0.000
C 5.269 0.469 -4.302 0.18 -0.22 -0.73 0.000
C 4.698 0.151 -3.089 -0.19 -0.13 0.42 0.000
C 3.918 -2.973 -0.821 -1.10 0.94 0.18 -0.001
C 3.258 -3.519 0.282 2.14 -2.64 -1.09 -0.001
C 3.668 -4.811 0.691 -0.22 0.67 0.04 0.001
C 4.632 -5.528 -0.025 0.06 -0.21 0.41 0.000
C 5.246 -4.923 -1.117 0.54 -1.15 -0.76 0.000
C 4.906 -3.640 -1.513 1.18 0.05 0.02 0.000
C 0.100 2.593 0.289 -1.28 0.16 -0.11 -0.007
C 0.516 3.623 1.155 0.19 -0.62 -0.60 0.000
C 0.507 4.945 0.702 0.40 -0.41 1.11 0.000
C 0.075 5.234 -0.587 -0.36 0.64 -0.40 0.000
C -0.601 4.261 -1.345 0.40 -0.01 0.79 0.000
C -0.661 2.933 -0.874 1.58 1.09 0.32 0.002
P -1.792 1.874 -1.778 0.95 -1.76 -0.17 -0.017
C -3.335 2.622 -1.310 -0.59 0.62 -0.97 0.003
C -3.924 3.604 -2.121 0.09 -0.09 0.37 -0.002
C -5.176 4.105 -1.769 0.25 0.76 -0.62 0.000
C -5.799 3.706 -0.594 -0.17 -0.28 -0.22 0.000
C -5.173 2.741 0.197 -0.41 -0.43 0.65 -0.002
C -3.955 2.151 -0.157 -0.04 0.81 -0.02 0.001
C -1.428 2.166 -3.554 -0.29 0.33 0.13 -0.001
C -0.210 2.661 -4.059 -0.66 -0.36 -0.67 -0.012
C -0.067 2.743 -5.450 0.72 0.01 0.08 0.001
C -1.084 2.275 -6.287 1.77 0.78 -0.12 -0.002
C -2.247 1.797 -5.788 -1.81 -0.44 0.47 0.013
C -2.458 1.777 -4.424 1.38 0.39 0.44 0.015
H 2.472 0.694 3.149 -0.89 0.35 0.32 0.000
H 1.881 1.315 5.435 0.32 0.07 0.36 0.000
H -0.517 1.187 6.224 0.13 0.21 0.68 0.000
H -2.210 0.281 4.720 -0.46 -0.25 0.25 0.000
H -3.402 1.305 2.657 0.03 0.09 0.53 0.000
H -5.574 1.719 3.986 -0.05 1.08 -0.05 0.000
H -7.125 0.039 4.188 -0.19 -0.70 0.42 0.000
H -6.458 -2.449 3.836 0.38 0.60 -0.28 0.000
H -4.274 -2.941 2.668 0.07 0.93 0.63 0.025
H -2.418 -2.061 4.824 -0.18 -0.30 0.45 0.000
H -1.935 -4.356 5.978 0.02 0.54 -0.63 0.000
H -0.784 -6.089 4.624 -0.01 0.60 0.23 0.000
H -0.217 -5.715 2.416 0.49 0.11 -0.38 0.000
H -0.701 -3.527 1.137 -0.32 -0.34 1.67 -0.020
H 2.814 2.701 1.314 0.28 -0.24 0.22 0.000
H 5.097 2.400 2.269 -0.27 -0.53 -0.78 0.000
H 6.584 0.650 1.182 -1.01 -0.22 0.38 0.000
H 5.553 -0.995 -0.416 0.10 0.19 0.48 0.000
H 3.725 -2.999 -3.885 -0.82 -1.53 0.28 0.000
H 4.743 -2.372 -6.013 0.05 -0.55 -0.27 0.000
H 5.719 -0.187 -6.318 -0.39 -0.20 1.01 0.000
H 5.695 1.445 -4.487 0.10 0.05 0.17 0.000
H 4.813 0.926 -2.315 -0.55 -0.66 -0.14 0.000
H 2.400 -3.060 0.664 -1.03 0.72 0.87 -0.002
H 3.217 -5.254 1.569 -0.11 -0.10 -0.02 0.000
H 4.920 -6.560 0.287 -0.34 1.02 -0.32 0.000
H 5.949 -5.519 -1.749 -0.45 0.67 0.78 0.000
H 5.505 -3.144 -2.305 -0.77 -0.49 0.52 0.000
H 0.934 3.354 2.146 -0.30 0.38 -0.67 0.000
H 0.907 5.653 1.452 -0.33 0.06 -1.05 0.000
H 0.211 6.252 -0.992 -0.24 -0.62 0.29 0.000
H -1.073 4.503 -2.310 0.29 0.07 0.68 0.000
H -3.363 3.989 -2.990 -0.61 -0.31 0.43 0.001
H -5.626 4.863 -2.425 0.08 -0.37 0.41 0.000
H -6.797 4.117 -0.346 0.84 -0.38 0.01 0.000
H -5.694 2.405 1.095 0.24 0.04 -0.13 0.000
H -3.397 1.430 0.465 -0.75 0.24 -0.26 0.001
H 0.589 2.967 -3.403 0.07 0.04 0.09 0.001
H 0.873 3.140 -5.918 -1.03 -0.43 0.67 0.000
H -0.893 2.330 -7.336 -0.14 -0.07 -0.61 0.000
H -3.070 1.469 -6.413 0.23 0.04 -0.22 -0.001
H -3.384 1.504 -3.983 -0.79 -0.47 0.03 -0.012
Se -4.673 -1.091 -0.979 0.23 -0.83 0.05 0.067
Te -3.978 -3.583 -1.176 -0.34 1.32 0.10 0.448
Te -2.357 -2.664 -3.746 0.69 -0.63 0.29 0.411
Se -0.427 -3.557 -2.283 -0.76 0.91 -0.35 0.125
```
Forces are in eV/Å.

Values from the calculation:
LUMO (spin up / spin down) in eV: -3.78 / -3.99
Energy above the lowest of the compared OMol25 structures with the same formula, charge and spin in kcal/mol: 0.0
2S+1: 2
DFT total energy in hartree: -11097.6225
Total charge: +1
HOMO level (spin up / spin down) in eV: -8.995 / -9.571
Molar mass in g mol⁻¹: 1428.70
Gap between HOMO and LUMO (spin up / spin down) in eV: 5.22 / 5.59


- What is the formula in the second record?
  C54H42CeFGeP3Se2Te2


- Among the records above, which one has the highest molar mass?
  C54H42CeFGeP3Se2Te2